1.
130
Properties=species:S:1:pos:R:3:mulliken_spin:R:1 method="wB97M-V/def2-TZVPD" e_homo_ha="-0.3400 / -0.3400" total_charge=+1 multiplicity=4 gap_ev="7.02 / 7.25" e_lumo_ev="-2.24 / -2.01"
O -1.4357 3.0710 -1.4847 -0.022
H 6.6340 -7.2543 0.2518 0.000
H -5.6889 3.8287 -5.4080 0.000
O -2.1677 2.2146 0.7700 -0.030
H -2.4241 4.8621 -2.7963 0.000
N -6.9662 1.2449 5.2912 0.000
H 2.5365 -4.0372 3.2548 0.000
N -6.3721 3.4763 5.6395 0.000
H -3.9535 0.2902 2.7247 0.000
O -2.8494 -2.0227 0.7982 0.000
H 8.0533 -3.7502 0.6616 0.000
H -2.8685 3.7665 2.5071 0.001
C 0.7735 -0.1904 -2.4542 -0.002
N -3.8327 2.4739 -3.1478 -0.001
C 4.0293 -5.8000 -1.2143 0.000
C -2.9100 1.8797 1.7300 0.009
N -0.6063 4.7920 -0.2496 0.009
H 4.1918 -3.5100 3.0278 0.000
C -3.6153 5.6625 0.7697 0.000
H 5.7786 -7.8892 -1.0361 0.000
N -3.3411 -1.9816 -2.0876 0.001
O -4.2330 4.6239 -3.5896 0.000
N 4.9325 -6.1461 -0.1644 0.000
C -1.7254 -2.4795 0.5152 -0.009
H -4.2718 6.9668 -0.7094 0.000
H -7.3340 3.6897 5.7700 0.000
H 4.3954 -4.9523 -1.7392 0.000
H 1.3614 -1.7229 -3.6952 0.000
H -3.1760 2.6296 -2.4198 0.001
O -2.9573 5.5549 1.7923 0.000
H -1.9497 0.3292 -3.9256 -0.002
N 1.2417 3.3656 -2.6710 0.000
C 2.8048 -6.2155 2.0117 0.000
H 2.5453 4.0002 -4.7618 0.000
H 0.0095 5.7297 5.3025 0.000
C 6.0723 -6.9471 -0.5776 0.000
H 2.3413 3.4259 1.7784 0.000
H -3.1172 7.5546 0.4864 0.000
H -0.9814 -5.6770 -1.7066 0.000
H -0.3484 -1.5985 -3.3548 0.000
H -2.1114 -4.5322 0.8913 0.000
H -5.1554 2.2585 -5.4620 0.000
P 5.2022 -5.4017 1.3368 0.000
C -2.8253 -0.7334 -2.3327 -0.005
H 2.6838 -0.7558 -1.9592 0.001
H 0.7364 -5.1432 -2.7846 0.000
H -2.7489 -1.2387 -4.2841 0.001
C 3.3088 -3.8648 2.4907 0.000
H -4.5624 4.6831 -0.7477 0.000
N -5.2702 3.0953 -4.8963 0.000
H -3.6603 -2.1516 -1.0912 0.000
O 0.1449 -5.5720 -0.0816 0.002
H 0.6711 -4.2003 -4.3052 0.000
C -0.1544 -4.3711 0.1042 0.002
H 2.2395 0.8745 -1.4686 0.000
H 3.3114 -7.0965 1.6180 0.000
H -4.2428 1.5617 -3.2196 0.000
C 5.3627 -2.7680 0.3405 0.000
H 4.3873 -2.9409 -0.0849 0.000
H 3.2632 5.2506 4.5763 0.000
H 2.5759 -6.4129 3.0349 0.000
N 3.6732 -5.0712 1.7944 0.000
O -2.8111 0.1929 -1.4523 0.006
O 1.6592 4.9187 2.7468 0.000
C -4.4031 3.4425 -3.8926 0.000
N 3.1569 3.5528 -4.0445 0.000
H 0.5959 3.3872 -3.4415 0.001
N -2.3379 -0.5460 -3.6078 0.002
C 0.6342 -1.8888 -0.0226 -0.004
N 0.5607 -1.2555 -3.2544 -0.001
O 1.8006 -3.5712 -1.1341 -0.003
O -4.9912 2.0250 4.5205 0.000
N -1.6403 -5.2942 -2.3807 0.000
C -1.2828 4.2793 -1.2836 0.000
O 3.2303 2.6640 -1.9563 0.000
H 4.1691 3.4735 -4.0858 0.000
H 3.0499 -5.6559 -0.7244 0.000
H -2.9808 -0.1099 1.2100 0.003
C 0.9164 -3.2513 -0.4509 0.002
O -1.8530 -3.9033 -4.1536 0.000
H -2.6283 -5.3037 -2.1909 0.000
H 3.7276 -6.6613 -1.8809 0.000
H -4.2841 3.8337 0.7905 0.000
O -0.1807 0.5846 -2.2030 0.002
H -7.9290 1.5485 5.5265 0.000
H 1.4527 -1.1850 -0.1481 -0.008
N 0.7225 1.2539 2.1863 0.009
H -3.3159 -2.6959 -2.8093 0.000
O -0.7758 -0.1678 0.5070 0.046
C -1.4446 -3.8530 0.4262 0.000
H 7.5575 -4.2738 2.3140 0.000
H -6.8322 0.3537 4.8689 0.000
C -6.0624 2.2581 5.0652 0.000
N 2.0270 0.0091 -1.9896 0.003
H -3.7466 2.5200 3.5126 -0.002
N -3.2210 2.8139 2.6715 0.005
C -0.6207 -1.5241 0.2627 0.015
H -1.5426 6.2050 -2.1468 0.000
H 7.5181 -2.5593 1.9180 0.000
H 2.7181 2.7574 0.2624 0.001
H -0.5818 5.6919 0.1484 0.000
H -0.0813 0.5980 2.1071 0.002
C 2.6070 3.1832 -2.8600 0.000
C 1.1070 2.0069 1.1834 0.007
Cr -1.1885 1.2510 -0.5789 2.964
H 1.3230 1.1414 2.9389 0.000
H 2.8820 -3.0559 1.8511 0.000
H 0.9260 2.9989 -1.8187 0.005
N -3.8348 6.8890 0.1848 0.000
O 0.4120 2.1718 0.1280 -0.016
H 5.2073 -1.9625 1.0628 0.000
N -3.3976 0.6017 1.7944 0.005
C 7.2975 -3.5380 1.5508 0.000
H 6.7107 -6.4362 -1.3067 0.000
O 6.0491 -6.1722 2.2529 0.000
N 2.3514 5.5498 4.8367 0.000
C 1.3808 5.3159 3.8267 0.000
N -4.4439 4.6918 0.2891 0.000
H 1.8187 -6.0749 1.4954 0.000
C -1.1382 -4.5464 -3.4143 0.000
N 0.1455 5.7171 4.2820 0.000
H 6.0145 -2.5122 -0.5185 0.000
N 0.2329 -4.6348 -3.5409 0.000
H -0.6067 5.8741 3.6196 0.000
H -5.6499 4.2596 5.4954 0.000
H 2.1547 5.9729 5.7688 0.000
N 2.3338 2.5866 1.1676 -0.004
N 5.8939 -3.8372 1.1281 0.000
N -1.7444 5.1682 -2.2150 0.002
H -0.1986 3.9990 0.2472 0.006

2.
22
Properties=species:S:1:pos:R:3:mulliken_spin:R:1 method="wB97M-V/def2-TZVPD" e_homo_ha="-0.3221 / -0.4528" total_charge=+1 multiplicity=3 gap_ev="5.92 / 5.46" relative_energy_kcal_mol=0.00 e_lumo_ev="-2.85 / -6.86"
Br 0.1609 0.7220 2.5457 0.074
N 2.7102 1.4446 1.3466 0.171
C 2.4488 0.5392 -0.8772 0.091
H 1.6831 -0.3861 -2.7513 0.004
H -1.2620 -2.3094 -0.8298 0.007
C 0.5977 0.5267 0.7265 0.309
N 0.3279 -0.3214 -1.3905 0.110
H -2.5268 -2.3121 0.3787 0.007
H -0.0502 -0.9932 -2.0851 0.003
H -2.8308 -1.6025 -1.1766 0.013
C 1.8839 0.9972 0.4282 0.199
H 2.5145 1.3884 2.3531 -0.003
N -1.5104 -0.4263 0.0388 0.437
H -2.9197 -0.2548 1.5002 0.007
H 3.5592 0.8695 -1.0474 0.017
C -0.2365 -0.1054 -0.2141 0.474
H -3.2442 0.7978 0.1378 0.020
C -2.4740 0.3783 0.7915 0.005
C 1.5857 -0.0953 -1.7088 0.054
C -2.0902 -1.7679 -0.4007 -0.002
H -1.9839 1.1312 1.2780 0.004
H 3.6566 1.7796 0.9564 -0.003

3.
91
Properties=species:S:1:pos:R:3:lowdin_charge:R:1 method="wB97M-V/def2-TZVPD" e_homo_ha=-0.1495 total_charge=-1 gap_ev=6.01 e_lumo_ev=1.94
N 13.8340 -5.0793 9.7349 0.035
H 17.5694 -5.4335 13.9910 0.090
H 18.5127 -2.9127 9.8603 0.052
H 18.8336 -5.0450 15.1907 0.087
N 11.9689 -1.6664 10.1475 0.059
H 16.4956 -7.6635 7.9476 0.095
C 14.6544 2.3065 12.8555 -0.107
C 13.9162 -7.0472 14.0751 -0.124
N 15.7191 -2.3328 11.8584 0.074
C 10.9404 0.1841 11.2744 -0.211
H 15.2886 3.1468 12.5461 0.084
C 18.8005 -3.2244 8.8539 -0.054
H 14.8766 0.2863 8.1493 0.095
H 14.3822 -6.3343 14.7667 0.077
C 11.3639 -0.3630 9.9087 -0.439
C 16.5569 -3.0361 14.0646 -0.214
H 15.9313 -3.3798 7.2060 0.022
H 18.0784 -8.2402 8.4225 0.083
H 13.8517 0.3776 10.6687 0.093
O 17.9446 -6.2383 8.5299 -0.176
H 19.2398 -2.3838 8.3167 0.072
H 11.8402 0.1391 11.8971 0.114
H 9.3501 -0.9687 9.4250 0.077
H 17.6650 -0.7822 13.1106 0.085
H 12.4902 -4.5581 11.1488 0.129
H 14.7734 2.1015 13.9153 0.085
H 18.9567 -2.0002 12.9079 0.076
H 9.7494 0.5271 8.7012 0.071
Na 14.5351 -2.7047 9.5906 0.238
H 16.4462 0.1896 10.6182 0.113
H 14.4988 -6.8402 11.5568 0.124
H 19.0162 -4.3594 13.5565 0.081
H 11.1575 -6.1139 9.9415 0.082
H 15.6889 -3.7231 14.0654 0.112
H 16.9737 -2.2018 7.2539 0.081
O 12.4825 -3.2095 5.5297 -0.404
H 14.1752 2.1314 10.4260 0.131
O 13.1745 -6.3950 13.0756 -0.193
H 19.5941 -3.9690 9.0058 0.077
H 17.4871 1.5877 8.7733 0.072
N 16.5802 -2.9099 7.8779 0.037
O 12.6861 -5.0126 7.2058 -0.413
H 12.0655 0.3564 9.4794 0.127
S 13.1904 -3.7095 6.7140 0.258
H 14.9650 -2.8897 12.2512 0.067
H 16.1285 -5.3347 8.1183 0.116
H 16.9222 -7.6810 9.6421 0.080
C 17.0605 -5.1364 8.6651 -0.196
H 17.3179 -3.5813 12.0166 0.120
O 17.5935 -3.5603 14.8372 -0.193
N 15.3457 -0.2515 8.8724 0.076
H 10.1168 -0.4305 11.6587 0.126
H 14.4852 -5.8207 9.4762 0.063
H 16.1524 -0.6958 8.4524 0.049
H 16.1798 -2.1162 14.5196 0.132
O 10.4470 1.5079 11.1356 -0.198
H 13.1991 -7.6051 14.6792 0.083
C 15.7923 0.6974 9.9069 -0.410
O 14.6082 -3.8348 6.2801 -0.425
O 14.9610 1.1245 12.1370 -0.210
H 11.1888 -2.3061 10.3047 0.083
C 11.9860 -6.5847 10.4703 -0.041
H 9.5482 3.0291 11.9889 0.085
C 13.9555 -5.9757 11.9621 -0.190
C 10.1851 -0.4480 8.9337 -0.046
C 18.0003 -1.6454 12.5276 -0.049
H 13.6323 2.6254 12.6189 0.078
H 10.7681 2.2547 13.0444 0.079
H 11.5586 -7.0401 11.3673 0.067
H 12.3166 -2.0232 9.2455 0.019
C 18.3031 -4.6905 14.3085 -0.074
C 9.9584 2.0748 12.3326 -0.120
C 16.5628 1.8614 9.2950 -0.066
C 14.5956 1.1773 10.7457 -0.170
C 12.9806 -5.4928 10.8673 -0.389
H 16.9990 2.4346 10.1273 0.079
H 13.2481 -5.0822 8.8742 0.029
H 16.7507 -5.0720 9.7206 0.121
H 14.6879 -7.7279 13.7080 0.084
O 13.1370 -2.7050 7.8142 -0.455
H 15.5266 -1.3432 11.9997 0.065
C 16.9313 -2.7357 12.5953 -0.421
H 10.4212 -0.9998 8.0251 0.086
C 17.6773 -3.8845 8.0701 -0.408
H 14.6717 -5.2038 12.2672 0.104
H 9.1125 1.5241 12.7565 0.085
H 18.0962 -4.1899 7.1008 0.145
H 15.9428 2.3937 8.5738 0.080
H 12.4390 -7.3644 9.8606 0.085
C 17.3288 -7.4761 8.6387 -0.142
H 18.1462 -1.2963 11.5042 0.063

| no. | DFT total energy (eV) |
| --- | --- |
| 1 | -132622.1269 |
| 2 | -81939.3305 |
| 3 | -62763.3410 |